Version P
Computed, not measured: a single C4H9N3O2 molecule, with the ωB97M-V functional and the def2-TZVPD basis.

Structure (XYZ):
```
18
Properties=species:S:1:pos:R:3:mulliken_charge:R:1
C -1.618 0.769 -0.464 -0.9694
C -0.911 -1.413 -1.296 -0.9752
N -0.553 -0.222 -0.541 0.0721
C 0.245 -0.371 0.744 0.6534
C 1.483 0.891 0.176 0.5135
N 2.269 1.374 1.146 -0.4590
O 0.967 -1.564 0.652 -0.4903
N 1.202 1.013 -1.002 -0.4107
O -0.250 -0.042 1.825 -0.6285
H 1.119 -1.842 1.565 0.3402
H 2.791 2.222 0.987 0.2648
H 1.921 1.219 2.084 0.2400
H -1.306 1.605 0.157 0.2775
H -1.804 1.139 -1.473 0.3450
H -2.536 0.344 -0.047 0.3218
H -1.760 -1.943 -0.847 0.2985
H -0.064 -2.088 -1.365 0.3237
H -1.194 -1.095 -2.301 0.2826
```

Properties
LUMO energy (spin up / spin down) (eV): -0.8 / -0.8
HOMO energy (spin up / spin down) (eV): -8.3 / -8.3

Version Q
Computed, not measured: C4H9N3O2 as an isolated structure, with the ωB97M-V functional and the def2-TZVPD basis.

Structure (XYZ):
```
18
Properties=species:S:1:pos:R:3:mulliken_charge:R:1
C -1.200 -0.486 1.130 -0.9040
C 1.201 -0.314 0.307 0.0805
C 0.296 -0.179 1.374 0.4375
C 0.950 -0.292 -1.085 0.2834
N -0.361 0.255 -1.544 -0.3877
N -1.819 0.739 0.547 -0.4931
O 2.555 -0.432 0.656 -0.5729
O 0.567 0.286 2.493 -0.6966
N 1.726 -0.557 -2.073 -0.8375
H 2.966 0.456 0.664 0.3096
H -1.516 1.528 1.125 0.2909
H -0.802 -0.460 -2.124 0.3586
H -0.133 1.036 -2.158 0.3615
H 2.617 -0.933 -1.764 0.2652
H -1.220 0.654 -0.623 0.4529
H -2.836 0.702 0.553 0.2622
H -1.351 -1.295 0.417 0.3710
H -1.640 -0.710 2.105 0.4184
```

Properties
LUMO energy (eV): 0.2
HOMO energy (eV): -7.0

version Q is favored, and the nearest alternative lies 118.7 kJ/mol above it.

Version P
Computed, not measured: a 2-piece molecular cluster, C4H7BO2 overall, with the ωB97M-V functional and the def2-TZVPD basis.

Structure (XYZ):
```
14
Properties=species:S:1:pos:R:3:mulliken_charge:R:1
B 1.305 -0.547 0.446 0.4558
C -2.358 1.020 1.357 -0.6568
C -1.897 -1.374 0.926 0.0402
C -1.886 -0.223 1.832 -0.2604
C 2.200 -1.744 0.302 -0.8818
O -2.487 -1.439 -0.128 -0.5100
O 0.563 0.396 0.590 -0.5417
H -2.437 1.936 1.800 0.3510
H -3.000 1.049 0.511 0.2439
H -1.246 -2.166 1.252 0.4237
H -1.445 -0.270 2.798 0.3466
H 2.105 -2.585 1.043 0.3174
H 3.264 -1.498 0.242 0.3192
H 2.158 -2.414 -0.567 0.3529
```

Properties
SMILES: C=CC=O.CB=O
LUMO energy (eV): 0.2
HOMO energy (eV): -9.6

Version Q
Computed, not measured: a single C4H7BO2 molecule, with the ωB97M-V functional and the def2-TZVPD basis.

Structure (XYZ):
```
14
Properties=species:S:1:pos:R:3:mulliken_charge:R:1
B -1.675 1.038 1.264 0.3055
C -0.675 -1.581 0.165 -0.8962
C 0.195 -0.690 -0.322 0.8164
C 0.177 0.832 -0.315 -0.4309
C 1.553 -1.182 -0.974 -1.1993
O -0.606 1.532 0.566 -0.3805
O -2.489 1.621 2.125 -0.4052
H -0.668 -2.567 0.376 0.4104
H 1.136 1.245 -0.078 0.3097
H -0.112 1.333 -1.284 0.2209
H 1.535 -2.305 -1.290 0.3270
H 2.382 -1.154 -0.240 0.2994
H 1.846 -0.769 -2.013 0.2826
H -2.597 2.648 2.020 0.3402
```

Properties
LUMO energy (spin up / spin down) (eV): 0.0 / -0.1
HOMO energy (spin up / spin down) (eV): -7.3 / -8.4

version P is favored, and the nearest alternative lies 265.5 kJ/mol above it.

Version P
Computed, not measured: a single C2H8N2O2 molecule, with the ωB97M-V functional and the def2-TZVPD basis.

Structure (XYZ):
```
14
Properties=species:S:1:pos:R:3:mulliken_charge:R:1
C -1.113 0.694 -0.520 -0.3051
C -0.254 0.980 -1.706 -0.9380
N -0.201 -0.512 0.163 0.0796
N 1.538 -0.811 1.652 -0.4984
O 0.498 0.089 1.261 -0.1890
O -0.933 -1.607 0.669 -0.4853
H -0.251 -2.242 0.945 0.3655
H 2.409 -0.422 1.294 0.2402
H 1.557 -0.760 2.668 0.2410
H -2.052 0.201 -0.756 0.3080
H -1.179 1.500 0.207 0.2900
H -0.822 1.064 -2.633 0.3027
H 0.377 0.008 -1.688 0.3085
H 0.428 1.816 -1.555 0.2803
```

Properties
SMILES: CCN(O)ON
LUMO energy (eV): 1.1
HOMO energy (eV): -8.6

Version Q
Computed, not measured: a single C2H8N2O2 molecule, with the ωB97M-V functional and the def2-TZVPD basis.

Structure (XYZ):
```
14
Properties=species:S:1:pos:R:3:mulliken_charge:R:1
C 0.396 -0.793 0.777 -0.3636
C -0.439 -0.229 1.930 -1.1142
N -0.123 -0.275 -0.475 0.1447
N 0.043 1.513 -1.901 -0.4845
O 0.758 0.742 -0.943 -0.1711
O -0.134 -1.320 -1.438 -0.4877
H -0.769 -1.035 -2.108 0.3496
H -0.230 2.385 -1.448 0.2389
H 0.712 1.715 -2.640 0.2492
H 0.292 -1.877 0.730 0.3772
H 1.453 -0.547 0.891 0.3077
H -0.472 -0.932 2.761 0.3249
H -1.454 -0.060 1.579 0.3407
H -0.034 0.714 2.284 0.2882
```

Properties
SMILES: CCN(O)ON
LUMO energy (eV): 1.1
HOMO energy (eV): -9.0

version Q is favored, and the nearest alternative lies 84.7 kJ/mol above it.

Version P
Computed, not measured: a 2-piece molecular cluster, C2H8N2O2 overall, with the ωB97M-V functional and the def2-TZVPD basis.

Structure (XYZ):
```
14
Properties=species:S:1:pos:R:3:mulliken_charge:R:1
N -1.977 1.934 1.619 -0.6334
C -2.036 1.077 0.473 -0.4290
O -1.142 -0.006 0.555 -0.5326
H -2.148 1.383 2.505 0.2770
H -0.903 2.314 1.801 0.2412
H -1.674 1.590 -0.335 0.3872
H -3.043 0.884 0.312 0.3559
H -0.316 0.447 0.370 0.3213
C 2.523 -1.127 -1.572 0.1164
N 2.015 -2.175 -0.816 -0.3794
O 1.831 -0.110 -1.851 -0.5112
H 3.564 -1.198 -1.696 0.3411
H 1.988 -3.113 -1.217 0.2230
H 1.319 -1.900 -0.149 0.2223
```

Properties
SMILES: NC=O.NCO
LUMO energy (eV): 0.8
HOMO energy (eV): -9.6

Version Q
Computed, not measured: a 2-piece molecular cluster, C2H8N2O2 overall, with the ωB97M-V functional and the def2-TZVPD basis.

Structure (XYZ):
```
14
Properties=species:S:1:pos:R:3:mulliken_charge:R:1
C -0.291 0.503 -1.187 -0.7899
O -1.558 0.478 -0.449 -0.4699
H -2.271 0.759 -1.032 0.2765
H -0.049 1.542 -1.455 0.3684
H -0.371 -0.148 -2.070 0.3971
H 1.633 0.328 -0.740 0.4825
C 0.691 -0.345 0.532 0.1987
N 0.465 0.570 1.515 -0.4837
N 0.095 -1.565 0.628 -0.4145
O 1.935 -0.336 -0.006 -0.5169
H 0.601 1.531 1.237 0.2589
H 0.287 -2.173 -0.154 0.2373
H -0.742 -1.624 1.193 0.2212
H -0.424 0.479 1.990 0.2344
```

Properties
LUMO energy (eV): 0.8
HOMO energy (eV): -7.5

Version R
Computed, not measured: a 2-piece molecular cluster, C2H8N2O2 overall, with the ωB97M-V functional and the def2-TZVPD basis.

Structure (XYZ):
```
14
Properties=species:S:1:pos:R:3:mulliken_charge:R:1
N 0.501 0.135 -2.387 -0.6161
C 1.537 -0.208 -1.428 -0.1359
O 1.128 0.112 -0.103 -0.5589
H 0.146 -0.724 -2.845 0.2503
H 0.889 0.754 -3.191 0.2478
H 1.732 -1.327 -1.489 0.2328
H 2.485 0.319 -1.472 0.2699
H 0.444 0.832 -0.164 0.2788
C -2.136 0.236 2.236 0.1933
N -0.750 0.067 2.319 -0.4005
O -3.047 -0.442 2.668 -0.5074
H -2.227 0.957 1.394 0.2700
H -0.328 -0.471 3.026 0.2197
H -0.374 -0.240 1.436 0.2562
```

Properties
SMILES: NC=O.NCO
LUMO energy (eV): 0.7
HOMO energy (eV): -10.1

Version S
Computed, not measured: a 2-piece molecular cluster, C2H8N2O2 overall, with the ωB97M-V functional and the def2-TZVPD basis.

Structure (XYZ):
```
14
Properties=species:S:1:pos:R:3:mulliken_charge:R:1
N 1.153 1.307 -0.832 -0.4590
C 0.467 0.411 -1.652 -0.3319
O 0.278 -0.908 -1.032 -0.5666
H 2.134 1.440 -0.991 0.2355
H 0.948 1.266 0.154 0.2174
H 1.027 0.134 -2.551 0.2772
H -0.493 0.803 -2.026 0.2986
H -0.609 -1.175 -1.323 0.3161
C -1.355 -0.173 1.661 0.1170
N -0.302 -1.003 1.781 -0.2831
O -1.881 0.473 2.535 -0.5609
H -1.745 -0.146 0.629 0.2582
H 0.189 -1.039 2.655 0.2078
H 0.187 -1.390 0.994 0.2737
```

Properties
SMILES: NC=O.NCO
LUMO energy (eV): 0.7
HOMO energy (eV): -9.8

version S is favored, and the nearest alternative lies 76.7 kJ/mol above it.

Version P
Computed, not measured: a 2-piece molecular cluster, CH6N3O overall, with the ωB97M-V functional and the def2-TZVPD basis.

Structure (XYZ):
```
11
Properties=species:S:1:pos:R:3:mulliken_charge:R:1
C -0.221 0.666 -0.058 0.3526
N -1.359 0.311 0.382 -0.2570
N 0.521 1.703 0.032 -0.3003
N 0.623 -2.172 0.131 -0.2751
O 1.314 -2.577 -0.934 -0.2668
H -2.166 0.819 0.561 0.2217
H -1.509 -0.707 0.297 0.3235
H 0.227 2.688 0.360 0.2860
H 1.406 1.527 -0.349 0.2809
H 1.274 -1.915 0.957 0.2555
H 0.705 -2.849 -1.641 0.3789
```

Properties
Charge: +1
LUMO energy (spin up / spin down) (eV): -3.9 / -6.4
HOMO energy (spin up / spin down) (eV): -14.6 / -13.2

Version Q
Computed, not measured: CH6N3O as an isolated structure, with the ωB97M-V functional and the def2-TZVPD basis.

Structure (XYZ):
```
11
Properties=species:S:1:pos:R:3:mulliken_charge:R:1
C -1.402 0.231 -0.182 -0.5400
N 0.433 -0.808 1.083 -0.7916
N 0.792 0.502 -0.704 -0.4541
N 0.054 -0.042 0.154 1.0976
O 2.505 -0.073 -0.360 -0.3251
H -1.483 1.278 -0.384 0.2839
H -1.896 -0.177 0.783 0.2703
H -1.687 -0.365 -1.125 0.3326
H -0.163 -0.994 1.864 0.3064
H 2.262 -0.795 0.292 0.4613
H 0.586 1.244 -1.421 0.3587
```

Properties
Charge: +1
LUMO energy (eV): -6.6
HOMO energy (eV): -16.2

version P is favored, and the nearest alternative lies 195.5 kJ/mol above it.